Molecular formula: C24H33N5O2S
Method: DFT, the ωB97M-V functional and the def2-TZVPD basis

ORCA input file:
```
! RIJCOSX wB97M-V def2-TZVPD def2/J DEFGRID3
* xyz 1 2
C -3.71 0.81 2.13
C -1.93 -4.35 4.11
H -0.73 -0.31 1.68
H 1.74 -0.86 0.41
C -1.10 -3.74 4.97
H -1.57 1.76 0.71
H -2.87 0.06 -5.29
H 6.43 1.49 0.32
H -2.62 -1.99 -1.51
C 5.08 0.32 -0.78
H -3.01 -0.80 0.79
H 2.15 1.27 -1.16
C -3.31 -0.49 1.78
H 4.57 0.50 -1.73
C -2.78 4.07 -1.54
H -2.34 3.65 -3.62
C -0.18 0.27 0.95
H -2.76 -5.00 4.31
N -3.03 -1.18 2.95
C 7.61 -0.11 -1.53
H -0.08 -2.46 2.24
C -3.45 3.27 -0.62
H 8.14 0.01 -0.58
H -4.45 1.21 -1.08
H 5.49 2.53 -0.83
H -0.90 -4.00 6.00
H -3.27 -0.70 5.06
C 7.10 1.31 -1.79
H -0.63 0.67 -3.98
C -1.56 -4.03 2.79
C -3.89 2.11 -1.31
C -2.52 -0.29 -4.33
H -3.75 1.63 1.43
H -3.59 1.90 3.96
H -1.90 -4.38 1.82
C -2.46 -1.31 -2.33
H 7.91 2.04 -1.77
C 1.26 0.98 -0.62
H -2.68 -2.13 2.99
C -0.60 -3.10 2.93
N -0.31 -2.99 4.26
H -3.66 3.61 0.39
H 8.18 -0.61 -2.31
C -3.64 0.93 3.49
H -0.17 2.70 -1.00
S 6.13 -1.17 -1.06
H -0.55 -0.70 -1.77
H -2.44 5.06 -1.28
N -1.29 -0.72 -2.45
C -3.43 -0.34 4.06
O 6.35 -2.01 0.13
C -3.20 -1.19 -3.51
O 5.59 -1.83 -2.21
C -2.93 3.39 -2.76
H -3.25 1.33 -3.13
H 4.34 0.13 -0.01
H 0.44 -2.49 4.71
H 6.56 1.48 -2.72
C 5.99 1.58 -0.67
N -0.82 1.23 0.29
C 0.10 1.73 -0.62
C -1.37 -0.04 -3.66
H -4.08 -1.75 -3.78
C 1.02 -0.08 0.21
N -3.35 2.12 -2.51
*
```

E: -1756.31641 a.u.
Gap between HOMO and LUMO (alpha / beta): 8.14 / 3.24 eV

Molecular formula: C24H33NO3Pd
Method: DFT, the ωB97M-V functional and the def2-TZVPD basis

ORCA input file:
```
! RIJCOSX wB97M-V def2-TZVPD def2/J DEFGRID3
* xyz -1 4
H 1.75 1.71 -0.58
C 0.02 -2.52 0.18
C 0.16 2.80 2.88
H 0.90 0.96 1.99
C 1.13 1.15 -1.26
C -3.35 -2.32 -5.66
H 2.69 -2.38 -1.88
C 0.04 1.59 2.22
Pd -0.14 -2.14 -2.51
C -3.58 -1.11 -1.05
C -1.93 -4.38 -5.96
H -1.61 -5.37 -5.57
N -1.17 1.11 1.83
H -1.71 0.51 -2.96
H 0.78 -1.07 1.73
H -3.04 -5.06 -2.66
C 2.05 -1.47 -0.03
O -2.20 -3.34 -3.70
H -4.12 -0.04 -2.92
H -4.14 -5.39 -4.76
C -6.03 -1.75 -0.87
C -2.20 2.99 2.78
H 0.59 -0.46 -4.10
C 0.44 -0.19 -3.04
C -3.34 -4.12 -3.13
H -4.02 -1.74 -5.01
H -3.93 -2.58 -6.56
H -0.95 4.50 3.68
H -3.94 -3.49 -2.45
H -4.51 0.80 -1.51
C -4.59 -2.06 -0.35
H -1.04 -3.78 -6.20
C -2.30 1.80 2.14
C -0.74 0.49 -2.46
C 1.58 0.22 -2.20
O -5.92 -0.75 -1.90
C -4.03 -4.35 -4.45
H -3.12 3.52 2.96
C -2.84 -3.59 -5.02
H -2.78 -1.59 -1.66
H -0.96 -2.88 0.52
H 2.93 -0.84 0.22
C 1.93 -2.33 -1.13
H 2.61 -0.07 -2.34
O -1.32 0.02 1.14
H -2.40 -4.53 -6.94
H -5.00 -3.85 -4.51
H -0.83 2.11 -0.90
H -3.23 1.33 1.85
H -6.65 -1.26 -0.14
H 1.16 3.16 3.11
H 0.76 -4.22 -1.27
H -2.53 -1.66 -5.99
C 0.72 -3.15 -0.98
H -3.04 -0.49 -0.32
C -4.53 -0.24 -1.91
C -0.99 3.52 3.19
H -4.53 -2.00 0.74
H -6.47 -2.65 -1.28
C 0.89 -1.59 0.78
C -0.28 1.32 -1.41
H -4.42 -3.12 -0.54
*
```

E: -1342.32444 a.u.
Gap between HOMO and LUMO (alpha / beta): 2.59 / 4.63 eV

Molecular formula: C24H34AsAuN2O2P
Method: DFT, the ωB97M-V functional and the def2-TZVPD basis

ORCA input file:
```
! RIJCOSX wB97M-V def2-TZVPD def2/J DEFGRID3
* xyz 1 3
H 0.14 1.96 -3.90
C -4.12 -1.13 -0.56
H -1.06 -2.05 2.21
C -2.59 -0.39 1.66
C 0.22 3.78 0.81
H 1.98 0.20 2.68
H 5.63 2.25 -0.34
C -2.53 3.86 -3.00
H 0.00 1.29 -1.56
H -3.23 4.57 -3.41
H 2.61 -4.17 2.79
As 0.86 -1.42 0.67
H -1.81 4.58 0.53
C 0.96 -1.42 -1.33
C 3.96 0.53 1.77
H 1.09 -2.60 -3.13
H -3.13 -2.32 2.47
C -0.98 -2.08 1.10
H 1.94 -0.95 -1.58
N 4.24 0.99 0.51
N 2.03 0.93 0.67
C 1.98 -3.28 2.57
H 1.78 -3.42 -1.69
O 0.74 2.71 0.67
H 1.54 -3.92 0.56
H -1.46 3.60 -4.85
H -4.72 -1.41 -1.41
C -0.63 2.39 -3.27
C -3.23 -1.64 1.63
H -3.41 3.92 -1.04
H -3.61 0.78 -1.38
H 5.63 0.56 -0.95
C -2.71 0.50 0.58
H -1.38 3.94 2.13
C -3.99 -2.00 0.52
C 2.59 0.50 1.84
C -1.70 2.58 -1.09
H 2.41 -2.40 3.09
H -1.40 -3.59 -0.42
Au 0.10 0.93 0.67
H 0.95 -3.47 2.96
H 0.16 -0.77 -1.73
H 6.31 0.93 0.66
C -0.71 2.02 -1.93
H -1.71 -1.36 0.69
H -4.49 -2.97 0.50
C -1.26 3.77 1.04
C -2.62 3.49 -1.65
H -0.65 -4.24 1.10
H -0.01 -3.29 -1.93
P -1.79 2.23 0.67
C 1.95 -3.03 1.07
O 0.85 4.83 0.91
H -2.37 -3.73 1.06
C 3.05 1.21 -0.12
C -1.53 3.31 -3.80
H -1.21 -0.02 0.67
C 0.95 -2.77 -2.04
C 5.54 1.20 -0.07
H 4.73 0.27 2.48
C -3.49 0.12 -0.53
H 2.98 -2.85 0.71
H 2.97 1.58 -1.13
H -2.00 -0.12 2.53
C -1.35 -3.50 0.67
*
```

E: -3907.06110 a.u.
Gap between HOMO and LUMO (alpha / beta): 5.67 / 6.33 eV

Molecular formula: C24H34AsIrN2O5S3
Method: DFT, the ωB97M-V functional and the def2-TZVPD basis

ORCA input file:
```
! RIJCOSX wB97M-V def2-TZVPD def2/J DEFGRID3
* xyz 0 1
Ir 0.01 0.75 0.20
H 2.48 5.02 0.71
H 0.51 5.19 2.36
C -2.51 -4.52 -2.00
H -3.38 1.24 -1.93
C -1.31 1.51 -2.39
N -0.01 0.94 -2.05
H -1.56 -6.45 -1.93
H -1.20 5.17 -0.46
N -2.23 1.11 -0.15
As 0.49 3.48 0.50
C -1.56 -5.41 -1.64
H -2.46 2.60 1.29
C 3.52 -2.82 -1.16
C -0.21 -2.87 1.71
H 2.92 3.38 1.22
C 0.00 -2.48 0.25
H -1.27 2.58 -2.19
C -0.76 -3.51 -0.59
C -0.13 5.03 -0.56
C -1.01 -2.92 4.04
S -2.20 -2.96 -1.36
H 1.14 -0.79 -2.39
C 3.94 -2.32 0.04
H 0.43 3.55 3.02
C -0.16 -3.95 3.76
H -1.52 1.39 -3.46
H 1.09 1.95 -3.56
O 3.90 1.11 1.89
H -2.12 3.21 -0.33
S -1.26 -1.91 2.68
H -2.39 -0.21 -1.74
H -4.07 0.20 0.40
H 0.98 2.79 -1.99
H 0.11 4.91 -1.62
H 0.13 -0.30 -3.77
C -2.41 0.87 -1.59
H -3.39 -4.69 -2.61
H 2.04 1.39 -2.15
H 2.81 3.75 -0.49
H -1.49 -2.70 4.98
H -2.84 0.30 1.68
C -0.55 -4.83 -0.82
O 2.08 1.02 3.89
H 0.14 -4.69 4.48
H -2.65 -0.88 0.39
C 2.10 -2.94 -1.22
C 0.30 -3.91 2.42
C -2.66 2.45 0.23
C 2.37 3.96 0.48
S 2.64 -2.02 1.10
C 1.49 -2.55 -0.06
H 4.95 -2.12 0.36
O 2.16 0.97 0.40
C 1.09 1.82 -2.47
H 4.18 -3.10 -1.96
O -0.59 -1.23 -0.04
H -1.03 4.31 2.38
H -3.73 2.58 0.05
H 0.30 -5.37 -0.43
H 1.56 -3.32 -2.08
C 2.74 1.02 1.54
O 0.42 1.06 2.31
C 0.18 -0.38 -2.68
C 0.05 4.21 2.25
H 0.37 5.93 -0.20
C -3.00 0.12 0.62
C 1.62 1.01 2.78
H -0.58 -1.08 -2.33
H 0.99 -4.64 2.00
*
```

E: -4955.25953 a.u.
Gap between HOMO and LUMO: 7.43 eV

Molecular formula: C24H34BrCl2NO2Sn
Method: DFT, the ωB97M-V functional and the def2-TZVPD basis

ORCA input file:
```
! RIJCOSX wB97M-V def2-TZVPD def2/J DEFGRID3
* xyz 0 1
C 3.83 -4.01 2.59
C 0.80 2.32 2.28
H -0.31 3.25 -3.02
C -0.68 0.64 -1.76
H 1.95 0.50 -2.49
H -2.61 -0.07 -3.73
H 1.69 2.46 1.69
C 3.43 -5.10 0.49
C -0.69 1.69 0.31
H -1.66 1.38 2.88
H 1.21 4.14 -2.90
C 0.04 1.56 -0.99
H -1.94 -1.60 -3.15
C -1.84 0.25 -1.08
H 1.98 3.52 -0.03
H 5.09 -5.54 1.77
H 0.02 4.24 -1.60
H 3.69 -5.80 -0.28
C -0.50 2.60 1.51
C -1.79 0.87 0.21
C -2.79 -0.93 -3.08
H 2.66 1.90 -0.23
C -4.24 0.44 -1.57
C -0.57 4.08 1.07
H -1.73 -4.81 0.54
C 4.20 -4.94 1.63
H -2.57 0.76 0.93
H -4.05 1.36 -2.12
C 1.13 2.35 -1.67
H -0.50 -5.12 1.91
H -4.47 0.69 -0.54
H -3.67 -1.45 -3.46
H -4.21 -2.22 -1.12
H 1.12 1.50 -3.69
C 2.28 2.77 -0.76
Sn 1.01 -1.07 0.53
C -1.64 2.40 2.52
H 2.71 1.96 -3.10
H 4.38 -3.85 3.50
O 2.63 -2.15 4.44
H -1.49 3.06 3.37
H 0.86 2.98 3.14
C 2.72 -3.22 2.33
H 0.32 4.41 0.56
H -0.70 4.71 1.95
H 0.80 1.29 2.65
H 3.09 3.19 -1.35
O 1.66 -1.14 2.71
H -1.43 4.23 0.42
Br 3.38 -0.91 -0.41
H -0.45 0.37 -2.76
Cl -1.31 -2.90 1.88
C 0.47 3.58 -2.33
C 2.32 -2.08 3.27
H -2.48 -2.45 -0.88
N 1.99 -3.36 1.23
C 1.76 1.52 -2.81
Cl 1.28 -4.39 -1.00
H -2.60 2.65 2.08
C -3.29 -1.74 -0.78
H -5.11 -0.06 -2.01
H -3.41 -1.49 0.27
C 2.32 -4.29 0.36
C -1.10 -4.45 1.33
C -3.01 -0.49 -1.63
*
```

E: -4848.83298 a.u.
Gap between HOMO and LUMO (alpha / beta): 8.02 / 6.52 eV

Molecular formula: C24H34Cl51FNOS2
Method: DFT, the ωB97M-V functional and the def2-TZVPD basis

ORCA input file:
```
! RIJCOSX wB97M-V def2-TZVPD def2/J DEFGRID3
* xyz 1 1
Cl 11.35 -1.09 -1.12
C -2.87 -1.81 0.59
Cl 3.22 2.88 -4.40
Cl -10.76 -3.13 6.07
H -3.11 -1.14 1.43
Cl 1.43 -0.28 -7.70
O -2.33 -4.20 0.66
C -2.19 -4.29 -0.79
C -9.19 -3.42 6.83
Cl -2.37 -7.45 -2.12
Cl -2.53 -3.93 6.14
H -0.23 -2.57 0.11
Cl 6.78 13.09 1.20
C -5.75 -5.24 3.57
C -3.54 -4.24 -1.51
Cl -6.75 -5.40 -0.63
Cl 7.73 6.63 2.32
S -2.53 -3.01 2.93
Cl -9.17 -4.96 7.68
H -0.95 0.42 0.50
C 0.56 3.20 2.34
Cl 7.26 11.67 -1.29
Cl 9.72 1.31 -1.33
S -1.48 1.51 -1.53
H -0.59 8.62 -2.49
C 7.17 8.02 1.38
H -1.51 -3.54 -1.20
Cl -5.23 -6.07 5.03
Cl -0.72 9.48 -4.67
C 1.86 0.48 6.09
Cl 2.00 4.17 2.12
C 1.79 2.09 -3.77
H -0.37 -4.44 5.41
Cl 1.62 9.22 -2.96
H -4.32 -4.58 -0.83
Cl -7.07 -4.12 3.89
Cl 1.27 6.19 -5.35
Cl -1.12 -6.19 -4.42
H -3.49 -4.85 -2.41
C 0.75 6.10 -7.03
Cl 10.52 0.32 1.28
Cl 2.39 2.03 5.45
H -3.04 -0.85 -1.30
C 2.16 -1.87 -7.64
C 0.27 -3.80 1.81
C -2.70 6.13 -1.62
C -0.53 -2.68 1.14
H -0.34 -4.66 2.08
Cl 6.16 9.07 2.36
Cl 2.68 -9.56 3.99
Cl -1.16 5.95 -2.46
Cl 0.32 2.77 -4.48
C -2.26 -0.97 -0.54
Cl -2.59 -8.68 -4.74
H 1.75 2.27 -2.70
Cl -0.58 10.94 -2.16
Cl 2.38 -2.41 -5.97
C 7.97 12.69 -0.04
Cl 1.49 -7.04 3.20
C 10.08 -0.12 -0.37
Cl 0.97 4.47 -7.67
Cl -2.60 7.44 -0.45
Cl 8.66 14.15 -0.74
C -1.20 -5.03 5.78
H -1.43 -1.45 -1.05
C 5.48 3.63 -1.45
Cl -3.18 4.62 -0.84
Cl 8.53 8.91 0.71
N -2.03 -2.93 1.19
F -0.37 -1.49 1.79
H -8.45 -3.47 6.04
H 2.73 -0.11 6.32
H -3.72 -3.21 -1.80
H 5.40 3.93 -2.48
H -1.30 0.56 -2.45
H 0.22 3.32 3.36
H 8.76 12.13 0.43
H 0.80 -3.39 2.67
Cl -0.67 -5.88 7.22
Cl -1.67 -6.18 4.51
Cl 5.50 5.08 -0.45
H 0.51 -8.80 4.38
Cl 0.42 -9.53 2.17
Cl -7.25 -6.73 -3.16
Cl 6.97 2.70 -1.25
H 3.14 -1.81 -8.09
Cl 1.21 -3.04 -8.55
Cl -0.74 3.73 1.27
H 6.58 7.65 0.56
H -2.68 0.93 0.42
H 1.02 -4.16 1.10
H -0.30 6.34 -7.07
C 1.19 -8.75 3.54
Cl 0.92 0.68 7.56
H -3.82 -2.25 0.29
Cl -8.75 -2.10 7.91
H -1.72 -5.25 -0.97
Cl 4.07 2.64 -1.06
H -0.66 -8.29 -3.48
H -4.92 -4.66 3.20
H -3.46 6.38 -2.35
Cl -6.19 -6.39 2.31
H -8.60 -5.18 -2.05
C -1.85 0.44 -0.09
H -2.53 -4.35 3.04
Cl -6.97 -3.84 -3.07
Cl 1.86 0.34 -4.02
C -7.53 -5.28 -2.21
C -1.57 -7.73 -3.67
H 9.19 -0.73 -0.32
Cl 0.92 -0.41 4.87
Cl 0.93 1.48 2.09
Cl 1.62 7.28 -8.01
C -0.12 9.46 -3.00
*
```

E: -25430.47607 a.u.
Gap between HOMO and LUMO: 8.26 eV

Which formula does entry 1 have? C24H33N5O2S

Number 3 is which compound? C24H34AsAuN2O2P